This record from the OMol25 dataset describes a cluster of 4 separate species, CH11NO4 in total. The level of theory is wB97M-V/def2-TZVPD.

As for the spin multiplicity: 1. As for the SMILES: NCO.O.O.O. For the HOMO energy, the calculation gives -9.20 eV.

Last column: Mulliken charge in e.
CARTESIAN COORDINATES (ANGSTROEM)
N: -1.8376 -0.3492 0.0600  -0.389
C: -1.1538 -1.5224 0.5572  -0.222
O: 0.0878 -1.7274 -0.0954  -0.544
H: -1.5791 -0.1023 -0.8904  0.148
H: -2.8304 -0.3169 0.2224  0.198
H: -1.7328 -2.4435 0.4341  0.244
H: -0.9014 -1.3730 1.6123  0.240
H: 0.7778 -1.4278 0.5119  0.359
H: 0.4229 0.4676 2.3935  0.289
H: 1.3086 1.0051 1.2791  0.399
O: 1.2285 0.2671 1.9069  -0.677
H: 0.7742 0.2251 -3.0568  0.291
H: 0.2925 -0.3775 -1.7527  0.340
O: 0.3249 0.4732 -2.2418  -0.682
H: 0.7186 1.8904 -0.7541  0.388
H: 0.5467 3.1636 0.0704  0.323
O: 1.1075 2.3859 -0.0131  -0.704


This record from the OMol25 dataset describes a structure of composition C48H55B2N10O3PSeTl at a distorted geometry. The level of theory is wB97M-V/def2-TZVPD.

The charge is +2. As for the spin multiplicity: 2. For the HOMO energy (alpha / beta), the calculation gives -13.04 / -13.04 eV.

Last column: Mulliken charge in e.
CARTESIAN COORDINATES (ANGSTROEM)
Tl: -0.5675 -0.4553 -0.2808  3.017
C: -1.8077 -3.6748 -1.4565  -1.387
C: -0.5339 -3.7914 -0.7026  0.706
C: 0.0957 -4.9179 -0.1665  -1.827
C: 1.2411 -4.4341 0.4293  -0.007
N: 1.3011 -3.1059 0.2333  0.428
N: 0.2012 -2.7155 -0.4377  -0.484
B: 2.3097 -2.0505 0.7208  -0.376
N: 2.5691 -1.0196 -0.4069  1.572
C: 3.7726 -0.7011 -0.9124  -0.097
C: 3.5909 0.0618 -2.0429  -1.888
C: 2.2055 0.1681 -2.1888  0.187
C: 1.4415 0.7610 -3.3112  -1.036
N: 1.6131 -0.4626 -1.1769  -0.793
N: 1.6708 -1.3766 1.9488  1.075
C: 1.9517 -1.5696 3.2447  0.200
C: 1.0246 -0.8832 3.9995  -2.248
C: 0.1706 -0.2886 3.0724  0.478
C: -1.0205 0.5525 3.3243  -1.153
N: 0.5774 -0.6010 1.8344  -0.333
N: 3.6546 -2.6104 1.1330  1.225
C: 4.3284 -3.7327 0.7893  -0.553
C: 5.5765 -3.6716 1.3580  -1.347
C: 5.6092 -2.4330 2.0384  0.689
C: 6.7418 -1.8429 2.7920  -1.303
N: 4.4496 -1.8219 1.8786  -1.128
H: -1.9869 -4.5728 -2.0408  0.454
H: -2.6446 -3.5437 -0.7710  0.202
H: -1.7694 -2.8155 -2.1253  0.252
H: -0.2386 -5.9333 -0.2062  0.516
H: 1.9850 -4.9560 0.9955  0.793
H: 4.6864 -1.0255 -0.4591  0.585
H: 4.3462 0.4723 -2.6799  0.594
H: 1.9300 1.6559 -3.6878  0.405
H: 1.3748 0.0403 -4.1257  0.492
H: 0.4289 0.9970 -2.9992  -0.073
H: 2.7847 -2.1620 3.5587  0.768
H: 0.9667 -0.8273 5.0655  0.576
H: -1.0225 0.8996 4.3533  0.445
H: -1.0303 1.4056 2.6479  0.080
H: -1.9257 -0.0247 3.1458  0.205
H: 3.9044 -4.4829 0.1559  0.786
H: 6.3575 -4.4011 1.3156  0.485
H: 7.4827 -2.6069 3.0111  0.381
H: 7.2181 -1.0640 2.1953  0.251
H: 6.3931 -1.3953 3.7203  0.311
C: -5.5126 -0.1939 2.2208  -2.034
C: -4.6967 0.5990 1.2119  1.553
C: -4.6494 2.0706 1.6125  -1.676
O: -3.3131 0.1187 1.2671  -0.448
B: -2.8641 0.0172 0.0197  0.049
O: -3.7568 0.2460 -0.9415  -0.176
C: -5.0743 0.3877 -0.3004  1.569
C: -5.8105 -0.9212 -0.5667  -2.046
C: -5.8163 1.5443 -0.9561  -1.674
H: -5.1528 0.0349 3.2203  0.448
H: -5.4233 -1.2618 2.0556  0.394
H: -6.5576 0.0919 2.1648  0.413
H: -4.2237 2.1513 2.6084  0.504
H: -5.6481 2.4935 1.6309  0.436
H: -4.0246 2.6375 0.9263  -0.024
H: -5.2453 -1.7660 -0.1813  0.311
H: -5.9185 -1.0485 -1.6405  0.484
H: -6.7970 -0.9024 -0.1151  0.407
H: -5.2206 2.4526 -0.9718  0.134
H: -6.7449 1.7351 -0.4246  0.410
H: -6.0545 1.2663 -1.9794  0.487
O: -0.4962 2.0347 -0.9319  0.844
P: -0.9136 3.1673 -1.8230  1.007
C: 0.4301 4.3785 -2.0318  0.941
C: 0.1559 5.7090 -2.3375  -0.784
C: 1.1964 6.6048 -2.5229  -0.841
C: 2.5107 6.1871 -2.3674  -0.620
C: 2.7842 4.8665 -2.0422  -1.338
C: 1.7468 3.9599 -1.8913  -0.985
C: -2.2814 4.1032 -1.0892  1.019
C: -3.4447 4.3655 -1.7984  -1.010
C: -4.4477 5.1181 -1.2111  -0.537
C: -4.2764 5.6188 0.0697  -0.669
C: -3.1110 5.3618 0.7769  -0.647
C: -2.1119 4.5989 0.1994  -0.485
C: -1.4645 2.6227 -3.4693  0.529
C: -2.1265 1.4021 -3.5593  0.303
C: -2.5705 0.9473 -4.7873  -0.989
C: -2.3597 1.7101 -5.9258  -0.718
C: -1.7184 2.9357 -5.8342  -0.716
C: -1.2718 3.3976 -4.6070  -1.167
H: -0.8677 6.0469 -2.4278  0.478
H: 0.9817 7.6286 -2.7938  0.482
H: 3.3206 6.8884 -2.5026  0.524
H: 3.8062 4.5408 -1.9170  0.522
H: 1.9468 2.9201 -1.6712  0.574
H: -3.5548 3.9850 -2.8034  0.476
H: -5.3555 5.3234 -1.7554  0.487
H: -5.0448 6.2317 0.5118  0.439
H: -2.9820 5.7673 1.7702  0.473
H: -1.1933 4.3788 0.7315  0.248
H: -2.2977 0.8207 -2.6635  0.144
H: -3.0866 0.0015 -4.8552  0.523
H: -2.7062 1.3527 -6.8834  0.418
H: -1.5718 3.5337 -6.7210  0.441
H: -0.7784 4.3559 -4.5320  0.449
C: 4.1577 2.0523 3.1540  -0.431
N: 3.8191 3.2616 2.4561  0.555
C: 2.8173 3.3993 1.5712  0.146
Se: 1.6654 2.0709 1.0116  -0.305
N: 2.7814 4.6797 1.1435  0.126
C: 3.8026 5.3859 1.7412  0.419
C: 4.2245 6.6991 1.6175  -0.695
C: 5.3297 7.0706 2.3588  -0.587
C: 5.9825 6.1715 3.2033  -0.657
C: 5.5559 4.8657 3.3473  -0.717
C: 4.4585 4.4783 2.5930  0.685
H: 3.6041 1.2176 2.7211  -0.430
H: 3.9021 2.1450 4.2108  0.323
H: 5.2257 1.8592 3.0600  0.425
H: 2.1610 5.0205 0.4229  -0.145
H: 3.7168 7.3936 0.9691  0.506
H: 5.7021 8.0786 2.2821  0.430
H: 6.8471 6.5068 3.7516  0.423
H: 6.0564 4.1791 4.0091  0.469


This record from the OMol25 dataset describes the ion C3H5N2O with charge +1 at a distorted geometry. The level of theory is wB97M-V/def2-TZVPD.

The charge is +1. As for the spin multiplicity: 1. For the HOMO energy (alpha / beta), the calculation gives -14.53 / -14.53 eV.

Last column: Mulliken charge in e.
CARTESIAN COORDINATES (ANGSTROEM)
C: -2.0298 -0.0454 0.0715  0.446
C: 0.3441 -1.1600 -0.3319  -0.227
C: -0.6920 -0.2912 0.3499  -0.156
N: 1.4389 1.1861 -0.1429  -0.419
N: 0.4281 0.2186 -0.6279  -0.114
O: -3.1280 0.2812 -0.0111  -0.088
H: 0.8467 -1.8435 0.4331  0.313
H: 0.0000 -1.7277 -1.1265  0.290
H: -0.4024 0.1400 1.2739  0.398
H: 1.2359 2.1039 -0.6631  0.291
H: 1.9585 1.1380 0.7750  0.265


This record from the OMol25 dataset describes a structure of composition C38H99F4HgN7O26S4 at a distorted geometry. The level of theory is wB97M-V/def2-TZVPD.

As for the spin multiplicity: 1. For the HOMO energy, the calculation gives -8.55 eV.

Last column: Mulliken charge in e.
CARTESIAN COORDINATES (ANGSTROEM)
Hg: -1.5189 -4.8008 -3.4745  0.324
N: 1.4248 -4.8128 -6.8500  -0.112
S: 2.8519 -4.4376 -7.1265  1.071
O: 3.0944 -3.3347 -8.0681  -0.486
O: 3.7251 -5.6376 -7.0472  -0.482
F: 3.0513 -3.7921 -5.7160  -0.233
S: 1.2640 -5.3058 -8.4993  1.087
O: 1.7558 -6.6708 -8.7963  -0.504
O: 1.0694 -4.3268 -9.5591  -0.488
F: -0.2907 -5.7734 -8.3898  -0.294
N: -1.2393 -0.3880 -2.4301  -0.151
S: -0.8848 0.7096 -1.2019  1.074
O: -1.9710 1.5686 -0.6510  -0.507
O: 0.4651 1.2516 -1.1858  -0.498
F: -0.7392 -0.4705 -0.0288  -0.303
S: -0.9624 0.7171 -3.4512  1.084
O: 0.3906 1.1284 -3.9519  -0.487
O: -1.9849 1.8079 -3.4470  -0.483
F: -1.5297 -0.0888 -4.7553  -0.295
C: -3.3216 8.8577 2.2981  -0.311
C: -4.2803 9.6843 1.4223  -0.253
O: -5.6178 9.7666 1.8848  -0.531
O: -2.1678 9.5867 2.3853  -0.531
H: -3.0000 7.9477 1.7917  0.222
H: -3.7152 8.7102 3.3038  0.244
H: -4.1366 9.1678 0.4732  0.226
H: -3.9006 10.6965 1.2829  0.333
H: -6.1034 10.3682 1.3158  0.302
H: -2.2466 10.2997 3.0233  0.298
C: -8.8688 -3.3843 2.9957  -0.483
C: -8.0772 -2.3520 2.2393  -0.231
O: -6.8727 -2.8405 1.6040  -0.512
O: -9.0137 -4.4826 2.0421  -0.501
H: -9.8378 -2.9637 3.2646  0.285
H: -8.3553 -3.7788 3.8725  0.291
H: -7.7968 -1.6500 3.0246  0.262
H: -8.7477 -1.8305 1.5563  0.297
H: -6.5044 -2.2769 0.9197  0.302
H: -9.8134 -4.2709 1.5549  0.290
C: -7.7508 4.7791 0.3337  -0.384
C: -7.9079 4.4291 -1.1693  -0.293
O: -7.4508 5.5659 -1.9369  -0.522
O: -8.8148 5.6350 0.7577  -0.504
H: -6.7636 5.1941 0.5369  0.261
H: -7.7451 3.7731 0.7533  0.268
H: -8.8994 4.1501 -1.5257  0.254
H: -7.1536 3.6570 -1.3206  0.305
H: -6.8092 5.2390 -2.5718  0.304
H: -8.4115 6.4926 0.9109  0.312
C: 4.8906 -3.4632 1.0940  -0.397
C: 3.6031 -4.2433 0.7556  -0.259
O: 2.9072 -4.6363 2.0233  -0.523
O: 5.8261 -4.4224 1.3376  -0.531
H: 4.8514 -2.6530 1.8221  0.298
H: 5.2286 -2.9787 0.1781  0.240
H: 3.9568 -5.1250 0.2212  0.222
H: 2.9664 -3.7171 0.0444  0.347
H: 2.0209 -4.8705 1.7382  0.294
H: 6.3823 -4.6158 0.5793  0.311
C: 0.9634 5.4142 -14.3606  -0.716
O: 1.6761 5.4088 -13.1268  -0.406
C: 1.4781 4.2502 -12.3148  -0.488
C: 2.6583 3.3080 -12.3238  -0.685
N: 2.8337 2.8365 -13.6690  -0.302
C: 1.8402 1.8173 -14.1446  -0.312
C: 1.8432 1.8087 -15.6088  -0.710
O: 1.2046 2.9818 -16.1083  -0.191
C: 0.5451 2.7972 -17.3360  -0.870
H: 0.1235 4.7410 -14.5322  0.296
H: 1.6027 5.1913 -15.2149  0.287
H: 0.5512 6.4172 -14.4708  0.330
H: 0.5324 3.7403 -12.4985  0.318
H: 1.3458 4.6181 -11.2973  0.408
H: 2.4702 2.5087 -11.6070  0.370
H: 3.5205 3.7842 -11.8569  0.324
H: 2.7564 3.7211 -14.1503  0.287
H: 0.8393 1.9185 -13.7252  0.294
H: 2.0809 0.7667 -13.9821  0.361
H: 1.2899 0.9391 -15.9634  0.434
H: 2.8639 1.6416 -15.9530  0.288
H: 1.2209 3.2043 -18.0881  0.300
H: -0.3984 3.3430 -17.3333  0.257
H: 0.1829 1.8081 -17.6166  0.352
C: -3.1602 3.4414 9.4863  -0.713
O: -3.5162 2.2420 8.8228  -0.392
C: -2.7789 1.7327 7.7836  -0.583
C: -1.6124 0.8802 8.3442  -0.552
N: -2.0846 -0.1276 9.3269  -0.283
C: -0.9694 -0.8923 9.9933  -0.649
C: -1.6887 -1.6446 11.0469  -0.548
O: -2.4980 -0.9651 11.9703  -0.311
C: -2.9466 -1.8131 13.0103  -0.739
H: -2.8708 3.2884 10.5260  0.244
H: -4.0803 4.0133 9.6069  0.254
H: -2.3063 3.9749 9.0686  0.351
H: -2.4655 2.4761 7.0507  0.438
H: -3.3262 1.0571 7.1262  0.328
H: -0.7796 1.4230 8.7912  0.326
H: -1.1685 0.3009 7.5346  0.376
H: -2.6803 0.2904 10.0272  0.313
H: -0.0882 -0.3212 10.2857  0.411
H: -0.6209 -1.6945 9.3428  0.242
H: -0.9455 -2.1358 11.6749  0.448
H: -2.1319 -2.4610 10.4766  0.302
H: -3.2733 -2.7976 12.6755  0.334
H: -3.7616 -1.1615 13.3254  0.239
H: -2.1811 -2.0787 13.7394  0.287
C: -12.0167 -11.4152 2.0649  -0.763
O: -10.6278 -11.5803 1.9687  -0.320
C: -9.8144 -10.5088 2.3336  -0.395
C: -8.3998 -11.0244 2.5706  -0.597
N: -7.4880 -10.0609 3.2463  -0.180
C: -7.8245 -9.6129 4.5628  -0.649
C: -6.7075 -8.9928 5.3061  -0.691
O: -6.0762 -8.0157 4.4360  -0.251
C: -4.9182 -7.4928 4.9477  -0.801
H: -12.4528 -10.6523 1.4200  0.310
H: -12.3857 -11.1454 3.0545  0.318
H: -12.4970 -12.3477 1.7684  0.264
H: -10.2632 -10.1114 3.2439  0.278
H: -9.8760 -9.6877 1.6193  0.318
H: -7.9721 -11.4626 1.6689  0.331
H: -8.4897 -11.8357 3.2930  0.344
H: -6.6221 -10.5648 3.3748  0.206
H: -8.2175 -10.4545 5.1331  0.406
H: -8.6450 -8.9110 4.4139  0.336
H: -6.0563 -9.7430 5.7548  0.406
H: -7.1802 -8.4953 6.1530  0.362
H: -4.4902 -6.8532 4.1759  0.244
H: -4.1706 -8.2391 5.2165  0.328
H: -5.1091 -6.8686 5.8207  0.309
C: 3.0551 11.7959 4.5640  -0.814
O: 3.6436 10.6637 5.2118  -0.253
C: 4.2466 10.9015 6.4867  -0.782
C: 4.9677 9.6914 6.9416  -0.507
N: 4.0579 8.7477 7.5719  -0.393
C: 4.6608 7.5651 8.1608  -0.799
C: 4.9971 6.4882 7.1603  -0.494
O: 3.8211 6.2121 6.3919  -0.376
C: 4.0923 6.5798 4.9796  -0.589
H: 2.7257 11.4837 3.5729  0.260
H: 3.8360 12.5213 4.3360  0.320
H: 2.3435 12.3411 5.1841  0.300
H: 3.4640 11.1503 7.2035  0.340
H: 4.8584 11.8024 6.4411  0.483
H: 5.7907 10.0415 7.5646  0.435
H: 5.6118 9.2412 6.1862  0.325
H: 3.3539 8.6155 6.8598  0.298
H: 3.9616 7.1710 8.8983  0.370
H: 5.4890 7.7542 8.8438  0.381
H: 5.1914 5.5310 7.6441  0.383
H: 5.8854 6.6322 6.5453  0.335
H: 4.2848 7.6527 4.9786  0.237
H: 3.2565 6.2929 4.3415  0.246
H: 4.9375 6.0177 4.5823  0.294
C: 8.6708 -0.3165 -3.4473  -0.757
O: 9.8632 -0.9631 -3.5805  -0.347
C: 9.8868 -2.1149 -4.4844  -0.765
C: 10.9392 -3.2666 -4.1816  -0.544
N: 10.9636 -3.6925 -2.7725  -0.301
C: 12.1848 -4.3636 -2.4093  -0.790
C: 12.5214 -5.5953 -3.3250  -0.492
O: 11.5370 -6.5280 -2.9135  -0.289
C: 11.9251 -7.8865 -3.3331  -0.760
H: 7.8349 -0.9395 -3.1289  0.323
H: 8.3894 0.0413 -4.4377  0.327
H: 8.6954 0.5672 -2.8097  0.251
H: 10.0374 -1.7885 -5.5134  0.427
H: 8.8766 -2.4476 -4.7229  0.454
H: 11.9413 -2.8765 -4.3591  0.434
H: 10.8942 -4.1328 -4.8417  0.296
H: 10.9098 -2.8478 -2.2214  0.271
H: 12.1871 -4.7639 -1.3955  0.327
H: 12.8436 -3.5044 -2.2833  0.517
H: 13.5259 -5.9688 -3.1260  0.450
H: 12.4520 -5.3852 -4.3923  0.314
H: 12.9913 -8.0679 -3.1970  0.304
H: 11.7786 -8.1015 -4.3916  0.308
H: 11.3077 -8.6570 -2.8714  0.266


Energy relative to the best compared isomer or geometry (same formula, charge and spin) / eV: 0.303, 0.236, 5.191, 12.582